# 1
{
  "formula": "C2H3ClN3OP3",
  "method": "wB97M-V/def2-TZVPD",
  "lumo_ev": -1.35,
  "relative_energy_kj_mol": 59.9,
  "orbital_gap_ev": 7.85,
  "elements": ["C", "C", "N", "N", "N", "O", "P", "P", "P", "Cl", "H", "H", "H"],
  "positions_angstrom": [[1.44602, 0.99074, 0.02087], [1.57323, -0.04627, -0.93405], [-0.01829, -1.85371, 0.45231], [-1.88504, -0.40507, -0.94923], [-1.48454, -0.10568, 1.81271], [0.54472, -0.65331, -1.53525], [0.11497, -0.90319, 1.67415], [-0.68383, -1.62991, -1.05382], [-1.86398, 0.38776, 0.39366], [-3.23404, 1.67733, 0.50121], [0.62207, 1.57860, 0.36135], [2.33485, 1.42684, 0.31686], [2.53384, -0.46411, -1.06076]],
  "forces_ev_per_angstrom": [[-0.1737, -2.9177, -2.9522], [-2.4334, 2.9478, 3.1084], [0.3431, -0.1559, 0.5577], [0.5208, 1.1820, 0.8667], [2.2670, 0.6851, -0.2119], [1.6847, 0.7063, -1.2865], [-1.4487, -0.4976, 0.5044], [-0.2924, -0.9367, -0.1356], [-0.6716, -3.0900, -0.1629], [-1.7304, 2.0776, -0.1001], [-0.9192, -0.0703, -0.3888], [1.9147, 0.4872, 0.7743], [0.9392, -0.4178, -0.5735]]
}


# 2
{
  "formula": "C18H58AsF6O11",
  "method": "wB97M-V/def2-TZVPD",
  "lumo_ev": [4.46, 4.43],
  "spin_multiplicity": 2,
  "orbital_gap_ev": [3.13, 9.43],
  "charge": -2,
  "elements": ["As", "F", "F", "F", "F", "F", "F", "O", "H", "H", "O", "H", "H", "O", "H", "H", "O", "H", "H", "O", "H", "H", "C", "C", "C", "O", "H", "H", "H", "H", "H", "H", "H", "H", "C", "C", "C", "O", "H", "H", "H", "H", "H", "H", "H", "H", "C", "C", "C", "O", "H", "H", "H", "H", "H", "H", "H", "H", "C", "C", "C", "O", "H", "H", "H", "H", "H", "H", "H", "H", "C", "C", "C", "O", "H", "H", "H", "H", "H", "H", "H", "H", "C", "C", "C", "O", "H", "H", "H", "H", "H", "H", "H", "H"],
  "positions_angstrom": [[0.84233, 0.28082, 0.31173], [1.82767, 1.73093, 0.51986], [0.96319, 0.53183, -1.44461], [-0.18169, -1.14101, -0.01824], [0.93299, -0.10659, 2.05776], [-0.58422, 1.33457, 0.66844], [2.33483, -0.76365, 0.17655], [1.92984, 3.89475, 1.87368], [1.01128, 4.16332, 1.85475], [1.94005, 3.04352, 1.43604], [-2.79204, 2.36955, 1.19478], [-3.22457, 1.93304, 1.92868], [-2.11243, 1.75538, 0.91701], [0.07481, -2.69800, -2.01926], [0.44987, -2.02065, -2.58208], [-0.15294, -2.23917, -1.21067], [4.58099, -0.39562, -1.15811], [3.77897, -0.43080, -0.63680], [4.87704, -1.30469, -1.20465], [1.90254, 1.91319, 4.41387], [2.29658, 2.46931, 3.74179], [1.70205, 1.09433, 3.96054], [2.35730, -3.60979, 2.35286], [3.11178, -4.39941, 1.23800], [3.46685, -3.50971, 0.00566], [4.23799, -4.85752, 1.80367], [1.46520, -3.10090, 1.98777], [2.89311, -2.84749, 2.91847], [1.93541, -4.28726, 3.09526], [2.48179, -5.20293, 0.85644], [4.03151, -4.12819, -0.69201], [4.04939, -2.65915, 0.35963], [2.54806, -3.04416, -0.35097], [4.92107, -4.86084, 1.12915], [-0.26900, 3.61782, -4.25894], [0.51656, 4.47671, -3.25376], [0.96188, 3.72633, -1.94485], [1.64763, 5.08763, -3.85860], [0.28141, 2.74737, -4.61594], [-0.57695, 4.17060, -5.14647], [-1.22726, 3.37616, -3.79914], [-0.20751, 5.25588, -3.01560], [1.50126, 2.80515, -2.16530], [0.04342, 3.38109, -1.47013], [1.52057, 4.36703, -1.26260], [2.14549, 4.40447, -4.31363], [-1.42300, 1.45659, 4.45763], [-2.63383, 2.02951, 5.24524], [-3.24002, 3.25081, 4.67066], [-3.58840, 1.02260, 5.18844], [-1.10600, 0.47056, 4.79732], [-0.63956, 2.20730, 4.56140], [-1.65462, 1.27026, 3.40895], [-2.49313, 2.21072, 6.31082], [-4.06145, 3.58265, 5.30567], [-3.42807, 3.24383, 3.59703], [-2.47159, 4.02345, 4.69666], [-3.73113, 0.85810, 4.25347], [2.97551, -2.57695, -4.42032], [2.82914, -1.19979, -3.88462], [3.66357, -0.14113, -4.63203], [1.43383, -0.87483, -4.03504], [2.89265, -2.63950, -5.50537], [2.21094, -3.23602, -4.00901], [3.87450, -3.04766, -4.02241], [2.98115, -1.18659, -2.80536], [3.52928, 0.83880, -4.17400], [3.37112, -0.16193, -5.68186], [4.71980, -0.38605, -4.74378], [1.28877, 0.01049, -3.69331], [-2.89416, -3.91835, 3.70964], [-2.89672, -2.44961, 3.24598], [-1.68893, -2.07159, 2.34524], [-4.04743, -2.21628, 2.47652], [-3.21849, -4.64138, 2.96121], [-3.59678, -4.15515, 4.50863], [-1.98297, -4.24684, 4.20958], [-2.96953, -1.77632, 4.10006], [-1.74593, -1.08119, 1.89361], [-1.68536, -2.81285, 1.54610], [-0.73860, -2.12179, 2.87670], [-4.12234, -2.90148, 1.80832], [-2.43692, -0.44521, -2.25116], [-3.75196, 0.32158, -2.56659], [-3.50279, 1.81169, -2.46277], [-4.04706, 0.08082, -3.93247], [-2.33340, -0.22051, -1.18961], [-1.58285, -0.20000, -2.88246], [-2.58559, -1.52444, -2.28653], [-4.54831, -0.04727, -1.92016], [-2.67790, 2.13344, -3.09848], [-3.27957, 2.16628, -1.45652], [-4.44599, 2.27435, -2.75336], [-4.75401, 0.69360, -4.14770]],
  "forces_ev_per_angstrom": [[0.7654, -0.6322, 0.4315], [1.7588, 1.7108, 0.2298], [-0.0362, 0.4899, -2.5807], [-1.6400, -1.8325, 0.1461], [-0.0003, -0.2909, 2.0921], [-1.6583, 1.0197, 0.0444], [1.1537, -0.7386, -0.1401], [0.3625, 1.2155, 0.8590], [-0.2315, -0.0824, 0.0004], [-0.0910, -0.8228, -0.6150], [-1.4024, 0.7898, 0.2331], [-0.1408, -0.0954, 0.0483], [1.0429, -0.3572, -0.2644], [-0.0282, -1.2414, -0.7508], [0.1859, 0.4027, -0.2959], [0.0330, 0.4301, 0.4989], [1.2264, 0.2450, -0.6778], [-0.9918, 0.0280, 0.5721], [0.0002, -0.1591, 0.0227], [0.1548, 0.0778, 0.7482], [-0.0421, 0.3174, -0.4498], [-0.1940, -0.3461, -0.4744], [-1.0718, -0.3456, -0.4159], [-2.3396, 3.1108, -0.8943], [-0.7669, -0.0225, 1.6446], [3.0646, -1.6980, 1.2792], [0.0908, 0.1194, -0.4823], [0.6070, -0.1282, -0.4736], [0.2757, -0.4201, 0.1311], [-0.3131, -0.2848, 0.1496], [-0.1714, 0.1358, -0.4373], [0.3099, -0.1022, 0.0239], [0.1162, -0.3340, -0.6742], [0.1857, -0.1280, 0.1050], [-0.0505, 0.2534, 0.2613], [0.1754, -0.9607, 0.5444], [-1.2922, 0.2019, -1.2888], [0.0127, 0.6006, -0.3879], [-0.1153, -0.2815, 0.2944], [0.3648, 0.4312, -0.0773], [0.2223, -0.6155, 0.1058], [0.4285, 0.4853, 0.3128], [0.2504, 0.1378, -0.0474], [0.0433, -0.0162, 0.3881], [-0.0286, -0.0194, -0.1680], [0.0614, -0.1578, 0.0851], [-0.0423, 1.2820, 0.9406], [0.7082, -1.4546, -1.1093], [1.1168, 1.8684, -0.2145], [-1.9101, -1.5194, 0.5590], [0.0725, 0.2401, 0.5762], [0.5205, -0.4735, -0.4691], [-0.1390, 0.5390, -0.1582], [0.6505, -0.1525, 0.0442], [-0.2676, -0.0281, -0.4047], [-0.5876, -0.5315, 0.0631], [0.0834, 0.4341, 0.3058], [-0.1779, -0.2934, -0.0999], [0.0284, -1.2403, 0.3650], [-0.7467, 1.0594, 0.1520], [-0.0190, -0.7932, -0.1153], [-0.0727, -0.1443, -0.7269], [0.2769, 0.0891, -0.0784], [-0.3993, 0.2483, 0.0287], [0.4877, 0.1692, -0.4711], [0.6166, 0.0620, -0.0678], [0.1279, -0.0016, -0.1443], [-0.6310, 0.3462, -0.0600], [0.2326, -0.0254, 0.7843], [-0.0690, 0.1691, 0.5067], [-0.1048, -0.1987, 1.0652], [1.1125, -0.2011, -0.6791], [-0.2989, -0.7458, 0.8736], [-1.4797, 0.3381, 0.0113], [0.5523, 0.1726, -0.5877], [-0.5947, 0.7100, 0.1544], [0.5239, 0.1156, -0.6302], [0.0055, -0.0349, 0.1073], [-0.2789, -0.0900, 0.1868], [0.2706, 0.0651, -0.2408], [0.0579, -0.0592, -0.0188], [0.1715, 0.0019, -0.1425], [-1.8166, -0.0584, 0.7663], [2.7019, -0.3068, -0.6233], [-0.5271, 0.1959, 0.8385], [-0.7453, -0.4713, -0.5557], [1.0071, 0.0155, -0.0204], [-0.1313, 0.3615, 0.2704], [-0.0516, -0.0469, -0.2436], [-0.1445, 0.1402, 0.1426], [-0.2245, -0.2470, -0.1760], [-0.0253, -0.1923, 0.1713], [-0.0047, 0.5805, -0.2133], [-0.1217, 0.0168, -0.3189]]
}


Summary of max |F| in hartree/bohr
0.09581 0.07767
(order as listed above)
Summary of E in eV
-49028.034 -119276.330
(order as listed above)